{"formula": "C6H12O", "method": "the ωB97M-V functional and the def2-TZVPD basis", "symbols": ["C", "C", "C", "C", "C", "C", "H", "H", "H", "H", "H", "H", "H", "H", "H", "H", "H", "H", "O"], "coordinates": [[0.41, 0.17, 2.21], [-0.62, -0.53, 1.33], [-0.33, -0.36, -0.02], [0.79, 0.33, -0.62], [0.76, 1.63, -0.96], [-1.86, -1.20, 1.88], [-0.04, 1.07, 2.67], [1.34, 0.32, 1.68], [0.68, -0.49, 3.08], [-1.07, -0.94, -0.68], [1.46, -0.46, -1.20], [0.00, 2.42, -0.83], [1.53, 2.02, -1.59], [-1.85, -0.93, 2.97], [-1.83, -2.31, 1.85], [-2.75, -0.78, 1.39], [0.85, -0.64, -4.73], [1.69, 0.56, -4.24], [0.84, 0.10, -4.19]], "lowdin_charge": [-0.08, -0.34, -0.14, -0.22, 0.00, -0.08, 0.09, 0.05, 0.09, 0.13, 0.14, 0.07, 0.03, 0.08, 0.09, 0.08, -0.01, 0.05, -0.03], "homo_ev": -8.43, "de_lowest_kj_mol": 252.5, "smiles": "C=CC=C(C)C.O", "total_energy_ha": -310.963090, "spin_multiplicity": 1, "gap_ha": 0.3413}

{"formula": "C8H16MnO5", "method": "the ωB97M-V functional and the def2-TZVPD basis", "symbols": ["O", "C", "C", "O", "C", "Mn", "H", "H", "H", "H", "H", "H", "H", "O", "C", "C", "O", "C", "C", "O", "C", "H", "H", "H", "H", "H", "H", "H", "H", "H"], "coordinates": [[0.64, -1.20, -0.07], [1.50, -1.09, 1.03], [2.81, -0.48, 0.62], [2.55, 0.62, -0.26], [3.69, 1.45, -0.49], [0.87, 0.37, -1.31], [1.63, -2.05, 1.55], [0.72, -0.44, 1.73], [3.44, -1.22, 0.11], [3.34, -0.12, 1.52], [3.51, 1.99, -1.43], [3.79, 2.16, 0.34], [4.59, 0.83, -0.58], [-2.93, 3.27, -2.67], [-2.08, 2.75, -2.00], [-2.08, 1.25, -1.75], [-1.02, 0.86, -0.87], [-1.42, 0.29, 0.39], [-0.88, -1.13, 0.45], [-1.25, -1.70, 1.63], [-2.38, -2.56, 1.61], [-1.23, 3.32, -1.56], [-3.05, 0.93, -1.35], [-1.92, 0.75, -2.71], [-2.51, 0.28, 0.47], [-0.99, 0.90, 1.19], [-1.28, -1.68, -0.42], [-2.35, -3.25, 2.47], [-3.26, -1.92, 1.66], [-2.44, -3.17, 0.70]], "lowdin_spin": [0.08, 0.01, 0.01, 0.06, 0.01, 4.74, 0.00, 0.00, 0.00, 0.00, 0.00, 0.00, 0.00, 0.00, 0.00, 0.01, 0.06, 0.01, 0.01, 0.00, 0.00, 0.00, 0.00, 0.00, 0.00, 0.00, 0.00, 0.00, 0.00, 0.00], "charge": 2, "homo_ev": [-16.70, -16.71], "de_lowest_kj_mol": 0.0, "total_energy_ha": -1840.887947, "spin_multiplicity": 6, "gap_ha": [0.2951, 0.2804]}

{"formula": "C6H13P", "method": "the ωB97M-V functional and the def2-TZVPD basis", "symbols": ["C", "C", "C", "C", "C", "C", "P", "H", "H", "H", "H", "H", "H", "H", "H", "H", "H", "H", "H", "H"], "coordinates": [[-0.59, 0.18, 1.13], [-1.33, -0.56, 0.03], [-0.62, 0.71, -0.18], [-2.84, -0.59, -0.15], [-0.72, 1.97, -0.78], [3.63, -0.25, 1.46], [3.03, 0.31, -0.22], [-1.24, 0.70, 1.89], [0.20, -0.27, 1.69], [-0.75, -1.39, -0.30], [-3.28, -1.10, 0.71], [-3.11, -1.15, -0.97], [-3.18, 0.50, -0.27], [-1.69, 2.58, -0.72], [-0.60, 2.06, -1.88], [0.21, 2.54, -0.50], [3.59, -1.30, 1.32], [2.79, -0.05, 2.19], [4.40, 0.24, 2.04], [1.69, -0.18, 0.07]], "lowdin_charge": [-0.14, -0.28, -0.31, -0.05, -0.11, -0.48, 0.71, 0.13, 0.07, 0.11, 0.08, 0.04, 0.10, 0.10, 0.08, 0.09, -0.01, 0.02, 0.01, -0.17], "homo_ev": [-7.30, -8.19], "de_lowest_kj_mol": 480.7, "total_energy_ha": -577.552670, "spin_multiplicity": 1, "gap_ha": [0.2430, 0.3224]}

{"formula": "C4H6OS", "method": "the ωB97M-V functional and the def2-TZVPD basis", "symbols": ["C", "C", "C", "C", "H", "H", "H", "H", "H", "H", "O", "S"], "coordinates": [[-0.69, 1.29, -0.51], [-0.14, -0.74, -0.80], [0.46, -2.03, -0.08], [0.70, -0.69, 0.31], [-0.20, 2.35, -0.66], [-1.92, 1.02, -0.52], [-1.16, -0.95, -0.55], [1.55, -2.68, -0.25], [-0.46, -2.77, 0.26], [1.64, -0.31, 0.00], [-0.04, 0.48, -1.40], [-0.07, 0.79, 1.21]], "lowdin_charge": [-0.47, -0.43, -0.03, -0.58, 0.13, 0.15, 0.11, 0.17, 0.16, 0.10, -0.14, 0.82], "homo_ev": -8.66, "de_lowest_kj_mol": 616.4, "smiles": "C1O[C@H]2C[C@@H]2S1", "total_energy_ha": -629.212378, "spin_multiplicity": 1, "gap_ha": 0.3498}

{"formula": "BH16O6", "method": "the ωB97M-V functional and the def2-TZVPD basis", "symbols": ["B", "H", "H", "H", "H", "O", "H", "H", "O", "H", "H", "O", "H", "H", "O", "H", "H", "O", "H", "H", "O", "H", "H"], "coordinates": [[-0.65, 0.43, 0.42], [-1.70, 0.34, 1.01], [0.26, 0.30, 1.16], [-0.58, -0.52, -0.27], [-0.48, 1.40, -0.32], [-0.79, -2.55, 2.24], [0.07, -2.72, 2.61], [-0.70, -1.63, 1.77], [-3.07, -1.61, -1.69], [-3.86, -1.16, -1.35], [-2.34, -1.30, -1.19], [1.67, -0.10, -2.26], [1.21, 0.04, -1.48], [1.91, -1.02, -2.15], [0.19, 2.76, 2.36], [0.33, 3.42, 1.75], [0.12, 2.03, 1.82], [1.77, -2.50, 0.50], [1.32, -1.69, 0.78], [2.51, -2.27, 1.31], [1.13, 3.06, -2.19], [0.98, 2.11, -1.75], [0.69, 3.16, -3.09]], "lowdin_charge": [-0.41, -0.02, -0.05, -0.07, -0.02, -0.11, 0.00, 0.03, -0.06, 0.04, -0.04, -0.04, -0.06, 0.04, -0.02, -0.01, -0.10, -0.15, -0.04, 0.15, -0.17, 0.06, 0.05], "charge": -1, "homo_ev": -6.42, "de_lowest_kj_mol": 136.3, "total_energy_ha": -485.848973, "spin_multiplicity": 1, "gap_ha": 0.3480}

{"formula": "C14H16O", "method": "the ωB97M-V functional and the def2-TZVPD basis", "symbols": ["C", "C", "C", "C", "C", "C", "C", "O", "H", "H", "H", "H", "H", "H", "H", "H", "C", "C", "C", "C", "C", "C", "C", "H", "H", "H", "H", "H", "H", "H", "H"], "coordinates": [[1.87, 1.79, 0.24], [-1.82, 1.88, -1.84], [-0.61, 1.72, -2.60], [-1.76, 2.30, -0.54], [0.56, 1.68, -1.85], [-0.54, 2.52, 0.12], [0.59, 2.08, -0.51], [-3.04, 1.70, -2.39], [-0.53, 1.45, -3.64], [-3.00, 1.60, -3.34], [-2.64, 2.65, 0.00], [1.56, 1.37, -2.12], [-0.66, 2.78, 1.17], [2.69, 1.52, -0.44], [1.81, 0.95, 0.94], [2.09, 2.49, 1.05], [-1.51, -1.99, 2.40], [1.91, -1.88, -0.16], [2.03, -2.29, 1.17], [0.63, -1.70, -0.73], [0.91, -2.50, 1.94], [-0.44, -1.87, 0.12], [-0.35, -2.15, 1.46], [2.74, -2.13, -0.82], [3.07, -2.31, 1.58], [0.49, -1.52, -1.80], [1.05, -2.85, 2.96], [-1.45, -1.65, -0.34], [-1.30, -1.80, 3.45], [-2.29, -2.80, 2.41], [-2.06, -1.07, 2.12]], "lowdin_charge": [-0.06, -0.33, 0.00, -0.03, -0.07, -0.04, -0.30, 0.05, 0.10, 0.11, 0.12, 0.11, 0.11, 0.08, 0.06, 0.07, -0.06, -0.10, -0.11, -0.09, -0.07, -0.08, -0.29, 0.10, 0.12, 0.10, 0.11, 0.13, 0.07, 0.09, 0.08], "homo_ev": -8.17, "de_lowest_kj_mol": 140.5, "smiles": "Cc1ccc(O)cc1.Cc1ccccc1", "total_energy_ha": -618.262477, "spin_multiplicity": 1, "gap_ha": 0.3305}